1.
Computed, not measured: a 12-piece molecular cluster, C60H140Cl2N14O12 overall in a non-equilibrium geometry, with ωB97M-V/def2-TZVPD.

Geometry as ORCA input:
```
! wB97M-V def2-TZVPD RIJCOSX def2/J DEFGRID3
* xyz 8 1
C -6.8651 -5.4837 -4.0643
C -6.7168 -4.0610 -4.6184
N -5.4125 -3.3890 -4.1224
C -4.8997 -3.5374 -2.8184
C -3.8884 -2.6149 -2.6892
N -3.7909 -1.9188 -3.8626
C -4.7606 -2.3702 -4.6777
C -2.8047 -0.8030 -4.0478
H -7.1575 -5.3251 -3.0313
H -5.9776 -6.0901 -4.2891
H -7.6853 -5.9881 -4.5935
H -7.5288 -3.3817 -4.3036
H -6.6227 -4.0316 -5.7074
H -5.2483 -4.2607 -2.0461
H -3.2285 -2.4312 -1.8523
H -4.9206 -1.9433 -5.6772
H -2.8894 -0.3562 -5.0368
H -1.8805 -1.3438 -3.9715
H -2.9260 -0.0405 -3.2661
C -4.0107 8.0895 8.8208
C -4.4751 8.4063 7.4646
N -3.3829 7.9716 6.4617
C -2.9602 8.6643 5.3744
C -1.9831 7.9656 4.7829
N -1.6697 6.9138 5.5765
C -2.5613 6.9042 6.5610
C -0.6556 5.9073 5.3079
H -3.0884 8.6547 8.9602
H -3.9245 6.9992 9.0080
H -4.7095 8.5204 9.5465
H -4.6378 9.4704 7.2367
H -5.3707 7.7583 7.2088
H -3.4366 9.6003 5.1205
H -1.3817 8.1448 3.9343
H -2.6413 6.1342 7.3215
H -1.1223 4.9195 5.2530
H 0.1187 5.8972 6.1011
H -0.1916 6.1395 4.3356
C 3.9149 -3.3981 0.6982
C 3.1852 -4.7487 0.9160
N 4.1047 -5.8639 0.4325
C 4.5020 -6.0071 -0.8692
C 5.3722 -7.0226 -0.9664
N 5.5467 -7.5115 0.2863
C 4.7706 -6.8111 1.1174
C 6.5992 -8.5036 0.6569
H 4.3414 -3.4568 -0.3136
H 4.6207 -3.2384 1.5154
H 3.1583 -2.6083 0.6096
H 2.2955 -4.7729 0.3163
H 3.0480 -4.9025 1.9876
H 4.1388 -5.3392 -1.6641
H 5.7149 -7.4825 -1.8645
H 4.7717 -6.9368 2.1847
H 6.4596 -9.3866 0.0295
H 6.4741 -8.8200 1.6722
H 7.6034 -8.0771 0.5786
C 3.2963 4.1473 -5.4733
C 2.3858 5.3653 -5.3934
N 2.7855 6.4252 -4.4319
C 1.9229 6.8529 -3.4835
C 2.5921 7.7747 -2.7327
N 3.8855 7.8373 -3.1707
C 3.9718 7.0003 -4.2314
C 4.9300 8.8045 -2.7226
H 2.5761 3.2418 -5.5027
H 3.8731 4.0953 -4.5404
H 4.0701 4.1071 -6.2839
H 1.4159 5.0264 -5.0318
H 2.3890 5.9134 -6.3135
H 0.8866 6.5720 -3.4550
H 2.1738 8.3581 -1.8961
H 4.8241 6.8462 -4.9225
H 4.8214 9.0433 -1.6321
H 4.8419 9.7074 -3.3651
H 5.8916 8.2705 -2.8454
C -5.2494 7.6168 -0.6932
O -6.4559 7.3250 -1.3770
C -7.6115 7.5538 -0.6232
C -8.7817 6.6617 -1.1189
N -8.7361 6.6445 -2.5815
H -9.0616 7.5375 -3.0626
H -7.7505 6.5443 -2.8383
C -9.3404 5.4822 -3.2933
C -8.3755 4.3566 -3.1194
O -7.0995 4.8126 -3.5659
C -5.9729 3.9510 -3.5034
H -4.8203 6.7900 -0.1017
H -5.4207 8.4775 -0.0090
H -4.5327 7.9786 -1.4922
H -7.8497 8.6396 -0.7056
H -7.4204 7.3030 0.4332
H -9.7422 7.0037 -0.7449
H -8.6186 5.6309 -0.8054
H -9.4754 5.7236 -4.3585
H -10.2764 5.2910 -2.8001
H -8.7598 3.4774 -3.6792
H -8.3784 4.0698 -2.0664
H -5.1490 4.4517 -4.0053
H -6.2801 2.9936 -4.0151
H -5.7958 3.6514 -2.4737
C 3.1797 -1.8194 -8.0339
O 4.1644 -2.8466 -8.1997
C 5.0289 -2.6834 -9.3084
C 4.4184 -3.4206 -10.4497
N 4.1324 -4.8251 -10.0779
H 4.6988 -5.4108 -10.7110
H 4.5038 -5.0256 -9.1615
C 2.6760 -5.2013 -10.0905
C 2.6893 -6.6741 -9.7514
O 3.3160 -6.7144 -8.4633
C 3.1340 -7.9171 -7.7999
H 2.7826 -1.5046 -8.9809
H 3.5533 -0.9448 -7.4133
H 2.4112 -2.1789 -7.3626
H 5.9846 -3.2262 -9.0376
H 5.1950 -1.6306 -9.5793
H 5.1113 -3.4427 -11.3124
H 3.5094 -2.9588 -10.8254
H 2.3511 -5.0600 -11.1198
H 2.2022 -4.5203 -9.3947
H 3.2307 -7.3133 -10.4850
H 1.6616 -7.0135 -9.6278
H 3.5648 -8.7453 -8.3708
H 2.0359 -8.0585 -7.6289
H 3.6182 -7.8381 -6.8441
C -8.0669 -0.5762 6.1917
O -8.2072 -1.9511 6.4794
C -9.5484 -2.3817 6.5617
C -9.5535 -3.8968 6.6830
N -8.4355 -4.5212 5.8430
H -7.5795 -4.0010 6.0922
H -8.2891 -5.4631 6.1627
C -8.4063 -4.5209 4.3651
C -6.9382 -4.5368 3.9771
O -6.3031 -3.3520 4.4348
C -4.9225 -3.4487 4.2640
H -9.0101 -0.0135 6.2765
H -7.6713 -0.4884 5.2098
H -7.3108 -0.1855 6.8847
H -10.1313 -2.0311 5.6289
H -9.9869 -1.9925 7.4912
H -10.4916 -4.3228 6.4146
H -9.2763 -4.2172 7.6538
H -9.0230 -3.7705 3.9682
H -8.8137 -5.4603 4.0912
H -6.8193 -4.5402 2.8795
H -6.3555 -5.3749 4.3676
H -4.6065 -4.4410 4.5028
H -4.4232 -2.8460 5.0995
H -4.6089 -3.1310 3.2906
C 8.3760 -2.3138 -0.3157
O 9.3313 -1.2318 -0.5175
C 10.6770 -1.5161 -0.3081
C 11.4537 -0.3357 -0.8745
N 11.5124 0.8280 0.0176
H 12.2819 0.7564 0.6532
H 11.6399 1.6436 -0.5712
C 10.3465 1.0965 0.9555
C 10.5321 2.4547 1.5177
O 10.3973 3.4128 0.4345
C 10.1332 4.7811 0.6603
H 8.4786 -2.6356 0.7239
H 8.6286 -3.1468 -0.9611
H 7.3605 -1.9102 -0.5547
H 10.9529 -2.4867 -0.7857
H 10.9443 -1.6745 0.7925
H 10.9610 0.0742 -1.7992
H 12.4122 -0.7531 -1.1295
H 10.4439 0.3454 1.7520
H 9.4453 1.0378 0.3569
H 11.4620 2.5938 2.0631
H 9.7304 2.8218 2.1323
H 9.8855 5.1633 -0.3133
H 10.9770 5.3599 1.0891
H 9.2249 4.8153 1.2253
C -2.0618 -0.7767 9.7555
O -0.9607 -1.5687 9.2646
C -0.9837 -2.8938 9.6426
C 0.3355 -3.5792 9.8582
N 1.3963 -3.3409 8.7374
H 1.8034 -2.4303 8.9237
H 2.2469 -3.9515 8.7837
C 1.0035 -3.2221 7.2100
C 2.2263 -2.7471 6.5058
O 2.9818 -3.8946 6.2115
C 4.0227 -3.5533 5.2850
H -2.1388 0.1649 9.1650
H -1.8855 -0.5950 10.8069
H -2.9814 -1.3566 9.6088
H -1.4394 -3.5525 8.8707
H -1.4932 -2.9793 10.5981
H 0.1452 -4.6249 10.0842
H 0.9502 -3.1880 10.6802
H 0.2087 -2.4872 7.2109
H 0.6728 -4.2307 6.8549
H 2.7131 -1.9545 7.1312
H 1.9868 -2.2662 5.5654
H 4.9610 -3.2702 5.7331
H 3.6953 -2.8691 4.5295
H 4.2984 -4.4806 4.7544
C 2.4305 -2.5556 -3.0065
O 2.0132 -1.5556 -2.1690
C 2.6227 -0.2885 -2.3798
C 1.9756 0.7474 -1.3747
N 0.4572 0.5573 -1.3831
H 0.2379 0.5713 -2.4037
H 0.3896 -0.3357 -0.8618
C -0.3769 1.5912 -0.6470
C -1.7448 1.7101 -1.1926
O -2.4113 0.4384 -1.2633
C -3.2970 0.3389 -0.1254
H 1.9273 -3.4409 -2.6358
H 3.4980 -2.8248 -2.9549
H 2.2170 -2.4051 -4.0998
H 2.3098 -0.0110 -3.4438
H 3.7125 -0.2903 -2.2938
H 2.2922 1.6774 -1.8387
H 2.3464 0.5821 -0.3203
H 0.0850 2.5964 -0.6935
H -0.4138 1.2700 0.4136
H -1.7028 2.1881 -2.1645
H -2.3636 2.3751 -0.6096
H -4.2635 0.8257 -0.3818
H -2.7944 0.8325 0.7333
H -3.5045 -0.7174 0.1198
Cl 0.0255 2.2100 -4.0664
Cl 0.7526 -1.3402 1.2498
*
```

Summary:
Highest occupied orbital energy = -18.92 eV

=====

2.
Computed, not measured: C9H9I2NNdO4SSeTi as an isolated structure in a non-equilibrium geometry, with ωB97M-V/def2-TZVPD.

Geometry as ORCA input:
```
! wB97M-V def2-TZVPD RIJCOSX def2/J DEFGRID3
* xyz 4 5
I 2.0501 1.8285 4.4863
I 1.0142 -0.5877 3.8926
Nd -0.1910 -2.8685 -0.4550
Ti 1.3854 -0.1447 1.2725
S -0.7948 -0.2520 0.8744
C 1.7652 0.9790 -0.5767
C 3.6305 0.3932 1.3592
C -1.8099 1.2010 -0.1133
C -3.2450 0.9813 0.3251
C -1.5355 1.0359 -1.5866
C -1.1863 2.4643 0.4359
C 0.9882 -4.0439 -2.2115
C 1.2293 -1.6267 -1.9800
O 4.6674 0.7467 1.0931
O 2.0123 1.6677 -1.4838
O 1.6466 -4.5081 -3.0286
O 1.8690 -1.3448 -2.8960
H -3.9170 1.7627 -0.0953
H -3.3081 0.9915 1.4351
H -3.5849 -0.0088 -0.0352
H -2.0906 1.8041 -2.1537
H -1.9038 0.0425 -1.9274
H -0.4636 1.1086 -1.8479
H -1.6804 3.3713 0.0768
H -0.1243 2.5892 0.1828
H -1.2321 2.5106 1.5263
Se 1.2298 -4.8852 1.2705
C 1.7454 -3.2143 1.1805
N 1.8338 -1.9933 0.9799
*
```

Summary:
Energy above the lowest of the compared OMol25 structures with the same formula, charge and spin = 0.000 eV
Expectation value of S² = 6.0214
Highest occupied orbital energy (spin up / spin down) = -21.57 / -21.59 eV

=====

3.
Computed, not measured: one molecule with the formula C3H8O, with ωB97M-V/def2-TZVPD.

Geometry as ORCA input:
```
! wB97M-V def2-TZVPD RIJCOSX def2/J DEFGRID3
* xyz 0 1
C 0.1627 0.9023 0.4265
O 1.4025 1.5675 0.6860
C 0.4228 -0.4668 -0.1506
C -0.8911 -1.1780 -0.4817
H -0.3598 0.7689 1.3778
H -0.4935 1.4846 -0.2276
H 1.2987 2.4992 0.4866
H 1.0186 -0.3756 -1.0525
H 1.0374 -1.0478 0.5333
H -0.7696 -2.2624 -0.4286
H -1.6096 -0.9802 0.3162
H -1.2190 -0.9116 -1.4855
*
```

Summary:
Energy above the lowest of the compared OMol25 structures with the same formula, charge and spin = 0.295 eV
Structure (SMILES) = CCCO
Highest occupied orbital energy = -10.26 eV

=====

4.
Computed, not measured: a 2-piece molecular cluster, C27H33N5O5 overall in a non-equilibrium geometry, with ωB97M-V/def2-TZVPD.

Geometry as ORCA input:
```
! wB97M-V def2-TZVPD RIJCOSX def2/J DEFGRID3
* xyz 0 1
O 1.3520 -0.6755 1.6839
O -4.2171 0.8193 4.6926
O -0.5004 -3.0268 -4.3659
O -0.4150 2.5575 4.7677
O 3.4645 1.0186 1.2856
C 1.9170 -0.8349 0.6024
C -3.3768 1.4877 4.1095
C -0.9594 -3.1960 -3.2418
C -0.1025 1.8833 3.7905
C 4.5385 1.7117 0.7958
C 4.8612 1.2587 -0.4472
C 3.9238 0.2096 -0.7485
C 3.0829 0.0773 0.3417
C 0.6904 3.1203 0.5867
C -0.4592 2.4093 0.5768
C -1.1462 0.3338 -2.6260
C 0.0276 0.6870 -3.3146
C -1.3998 0.8404 -1.3371
C 0.9579 1.5553 -2.7161
C -0.4858 1.7119 -0.7061
C 0.6915 2.0581 -1.4340
N 1.3725 2.9167 -0.5978
N 1.1758 1.6065 3.5130
N 1.3731 -1.8110 -0.2540
N -0.0708 -3.3262 -2.1688
N -2.4035 0.8583 3.4461
C -3.5279 2.9973 4.0907
C 2.3049 2.0434 4.3321
C 0.0229 -2.3323 0.0690
C 1.9363 -2.0402 -1.5950
C -0.4388 -3.5310 -0.7699
C 1.3778 -3.2518 -2.3445
C -3.2450 -4.2145 -4.0974
C -3.3923 -2.7001 -4.1845
C -2.4899 -3.3184 -3.1125
C -1.4704 2.3558 1.6795
C -1.1701 1.3590 2.8105
H 5.0584 2.5054 1.3241
H 5.6693 1.6193 -1.0772
H 3.9074 -0.3384 -1.6819
H 1.0182 3.7482 1.4075
H -1.8612 -0.3254 -3.0984
H 0.2090 0.2876 -4.3044
H -2.3114 0.5733 -0.8246
H 1.8585 1.8399 -3.2384
H 2.2569 3.3528 -0.8125
H 1.3657 0.9983 2.7216
H -2.4737 -0.1424 3.5281
H -2.6427 3.4758 4.4963
H -3.7093 3.3341 3.0744
H -4.3817 3.2663 4.7090
H 3.2333 1.9681 3.7664
H 2.3724 1.4142 5.2206
H 2.1578 3.0782 4.6479
H -0.6974 -1.5205 -0.0691
H -0.0209 -2.6405 1.1194
H 1.7640 -1.1507 -2.2076
H 3.0116 -2.2146 -1.5093
H 0.0553 -4.4368 -0.4023
H -1.5082 -3.6836 -0.6219
H 1.8316 -4.1649 -1.9453
H 1.6774 -3.1903 -3.3957
H -4.1011 -4.7828 -3.7206
H -2.6671 -4.7138 -4.8829
H -4.3425 -2.2643 -3.8597
H -2.9180 -2.1908 -5.0306
H -2.8855 -3.2608 -2.0996
H -1.5673 3.3568 2.1005
H -2.4281 2.0957 1.2262
H -0.7302 0.4886 2.3278
*
```

Summary:
Energy above the lowest of the compared OMol25 structures with the same formula, charge and spin = 0.578 eV
Structure (SMILES) = CNC(=O)[C@H](Cc1c[nH]c2ccccc12)NC(C)=O.O=C(c1ccco1)N1CCN(C(=O)C2CC2)CC1
Highest occupied orbital energy = -8.12 eV

=====

5.
Computed, not measured: a 2-piece molecular cluster, C2H3ClN2O6 overall in a non-equilibrium geometry, with ωB97M-V/def2-TZVPD.

Geometry as ORCA input:
```
! wB97M-V def2-TZVPD RIJCOSX def2/J DEFGRID3
* xyz 0 1
N 1.6074 2.2209 -2.3309
O 1.2907 1.8162 -3.4492
C 0.4737 0.8113 0.3671
C -0.5937 -0.1796 0.8871
O -0.1177 -1.4353 0.4167
N -1.1574 -2.4774 0.8350
O -1.1473 -3.4749 0.1264
O -1.8016 -2.1673 1.8047
Cl -2.1494 0.3033 0.2056
O 0.2907 0.9982 -0.9122
O 2.2347 1.5640 -1.4783
H 0.2743 1.7799 0.8421
H 1.4666 0.4382 0.6664
H -0.6709 -0.1974 2.0194
*
```

Summary:
Energy above the lowest of the compared OMol25 structures with the same formula, charge and spin = 1.838 eV
Highest occupied orbital energy (spin up / spin down) = -9.89 / -9.65 eV

=====

6.
Computed, not measured: a 2-piece molecular cluster, C4H10NO overall in a non-equilibrium geometry, with ωB97M-V/def2-TZVPD.

Geometry as ORCA input:
```
! wB97M-V def2-TZVPD RIJCOSX def2/J DEFGRID3
* xyz 1 1
C -1.5278 0.6554 -0.4232
C 1.9927 0.4601 1.6973
C -2.8061 0.5178 -1.1497
C 2.3395 -1.0446 0.0474
N -0.6781 -0.2288 -0.1971
O 2.8519 -0.2262 1.1093
H -1.5257 1.6149 0.1868
H 0.9378 0.4155 1.2484
H -3.6787 0.6885 -0.4895
H -3.1028 -0.5353 -1.4736
H -2.7926 1.3242 -1.8272
H 3.0901 -1.2707 -0.6349
H 1.4708 -0.5196 -0.3964
H 1.8323 -1.9067 0.3642
H 2.3225 1.1473 2.5137
H -0.7258 -1.0918 -0.5756
*
```

Summary:
Energy above the lowest of the compared OMol25 structures with the same formula, charge and spin = 3.831 eV
Highest occupied orbital energy = -13.80 eV

=====

7.
Computed, not measured: one molecule with the formula C6H9N in a non-equilibrium geometry, with ωB97M-V/def2-TZVPD.

Geometry as ORCA input:
```
! wB97M-V def2-TZVPD RIJCOSX def2/J DEFGRID3
* xyz 0 1
C -3.4587 0.8818 0.0740
C -2.1178 0.7447 0.2410
C -0.9748 0.0542 -0.1435
C 0.4250 0.5564 -0.0416
C 1.4099 -0.5558 0.3002
C 1.9883 -1.4358 -0.7348
N 2.7943 -0.3709 -0.1321
H -4.0359 1.0740 0.9784
H -4.0023 0.9156 -0.8641
H -1.9387 1.3127 1.1631
H 0.5872 1.4141 0.6348
H 0.6967 0.9324 -1.0443
H 1.2489 -1.0121 1.2779
H 1.7293 -1.2792 -1.7798
H 2.2019 -2.4713 -0.4732
H 3.4467 -0.7608 0.5440
*
```

Summary:
Energy above the lowest of the compared OMol25 structures with the same formula, charge and spin = 5.991 eV
Highest occupied orbital energy (spin up / spin down) = -8.35 / -7.84 eV

=====

8.
Computed, not measured: C35H38BrCrN2S2Sb as an isolated structure, with ωB97M-V/def2-TZVPD.

Geometry as ORCA input:
```
! wB97M-V def2-TZVPD RIJCOSX def2/J DEFGRID3
* xyz 1 4
Cr -0.1012 -0.0099 -0.1805
S -0.7138 -1.4397 3.9877
C 0.0003 0.1324 4.1798
C 0.3499 0.7916 5.3552
C 0.8320 2.0827 5.2512
C 0.9509 2.7062 4.0029
C 0.6130 2.0437 2.8397
C 0.1514 0.7341 2.9345
N -0.2517 -0.0844 1.8752
C -0.7578 -1.2138 2.2912
C -1.3504 -2.1227 1.2990
C -2.0076 -3.3019 1.6321
C -2.6200 -4.0366 0.6288
C -2.5759 -3.5814 -0.6833
C -1.9049 -2.4043 -1.0075
C -1.2716 -1.6506 -0.0213
H 0.2307 0.3169 6.3209
H 1.1003 2.6256 6.1487
H 1.3079 3.7280 3.9513
H 0.6733 2.5319 1.8767
H -2.0582 -3.6399 2.6632
H -3.1423 -4.9543 0.8692
H -3.0729 -4.1488 -1.4619
H -1.8914 -2.0786 -2.0426
S 1.0404 -1.7854 -4.1398
C 0.7918 -1.4394 -2.5017
N 0.1719 -0.3310 -2.2207
C -0.1982 0.3358 -3.4081
C -0.9259 1.5240 -3.5104
C -1.1854 2.0237 -4.7672
C -0.7418 1.3646 -5.9246
C -0.0388 0.1830 -5.8380
C 0.2233 -0.3209 -4.5626
H 1.1265 -2.1292 -1.7397
H -1.2832 2.0275 -2.6247
H -1.7508 2.9420 -4.8622
H -0.9635 1.7832 -6.8984
H 0.2934 -0.3400 -6.7267
C 4.0589 0.2667 3.0438
C 4.3005 0.7885 1.6249
C 4.1668 2.3075 1.5248
Sb 3.0107 -0.2400 0.2562
C 3.8823 0.3737 -1.6265
C 5.3927 0.6131 -1.5689
C 3.1599 1.6279 -2.1327
C 3.7893 -2.2310 0.5585
C 3.0610 -3.2446 -0.3235
C 5.3010 -2.3508 0.4047
H 4.7915 0.6986 3.7333
H 4.1490 -0.8204 3.1171
H 3.0660 0.5487 3.4052
H 5.2993 0.5011 1.2921
H 3.1812 2.6417 1.8421
H 4.3411 2.6842 0.5170
H 4.8984 2.7879 2.1818
H 3.6768 -0.4600 -2.3043
H 5.6405 1.4467 -0.9087
H 5.7650 0.8759 -2.5647
H 5.9534 -0.2556 -1.2276
H 3.3400 2.4824 -1.4730
H 2.0819 1.4962 -2.2149
H 3.5267 1.9091 -3.1257
H 3.5167 -2.4280 1.5982
H 3.1908 -3.0190 -1.3877
H 1.9917 -3.2967 -0.0970
H 3.4680 -4.2479 -0.1647
H 5.5991 -2.2697 -0.6427
H 5.6210 -3.3380 0.7528
H 5.8582 -1.6088 0.9775
Br -3.8278 5.4776 0.1484
C -2.8389 3.8776 0.0116
C -3.4644 2.6655 0.2657
C -2.7351 1.4859 0.1622
C -1.3903 1.5084 -0.2047
C -0.7903 2.7432 -0.4550
C -1.5028 3.9356 -0.3459
H -4.5110 2.6453 0.5434
H -3.2319 0.5441 0.3680
H 0.2568 2.8050 -0.7592
H -1.0307 4.8898 -0.5443
*
```

Summary:
Expectation value of S² = 3.8435
Highest occupied orbital energy (spin up / spin down) = -10.76 / -11.05 eV

=====

9.
Computed, not measured: a 2-piece molecular cluster, C3H9N4 overall in a non-equilibrium geometry, with ωB97M-V/def2-TZVPD.

Geometry as ORCA input:
```
! wB97M-V def2-TZVPD RIJCOSX def2/J DEFGRID3
* xyz 1 1
C 2.1561 -0.4075 -0.5056
C 0.9315 1.1873 0.6962
C -1.5397 -0.4533 -0.1006
N 1.5987 -1.3504 0.1378
N -1.0379 0.6499 0.2231
N 1.8227 0.8893 -0.2703
N -2.8723 -0.7262 -0.2672
H 3.0238 -0.5817 -1.2556
H 0.7013 2.2695 0.7744
H 0.6492 0.7703 1.7157
H -0.9605 -1.2069 -0.4413
H 2.0018 -2.2697 0.1111
H -1.6484 1.3158 0.8390
H 1.9299 1.5113 -1.0122
H -3.5486 -0.0407 0.0398
H -3.2076 -1.5569 -0.6844
*
```

Summary:
Energy above the lowest of the compared OMol25 structures with the same formula, charge and spin = 2.535 eV
Highest occupied orbital energy = -14.00 eV

=====

no.,energy (eV)
1,-134879.7057
2,-149887.7379
3,-5287.8557
4,-46222.8228
5,-29897.2461
6,-7837.4859
7,-7852.1686
8,-166558.9618
9,-9209.0864